Here is a structure of composition C21H27MnNO2P2 from the OMol25 dataset. Energies are from the ωB97M-V functional and the def2-TZVPD basis.

frontier orbital gap (alpha / beta)	6.530 / 6.442	eV
ΔE to the lowest compared entry with this formula, charge and spin	2.926	eV

ORCA input file:
```
! RIJCOSX wB97M-V def2-TZVPD def2/J DEFGRID3
* xyz 1 5
C -1.097 3.441 -2.903
C -1.075 2.048 -3.003
C 0.133 1.504 -3.484
C 1.106 2.203 -4.235
C 1.066 3.593 -4.105
C -0.109 4.208 -3.555
C 1.823 1.186 -5.053
C 2.447 0.133 -4.207
C 1.399 -0.550 -3.535
C 1.557 -1.853 -3.056
C 2.868 -2.314 -2.935
C 3.926 -1.590 -3.509
C 3.759 -0.330 -4.140
H -1.986 3.959 -2.539
H 1.835 4.200 -4.628
H -0.124 5.320 -3.461
H 2.396 1.651 -5.938
H 3.020 -3.308 -2.481
H 4.935 -2.012 -3.385
H 4.649 0.191 -4.611
N 0.154 0.105 -3.659
Mn -0.315 -0.268 -0.192
C -2.164 1.142 -2.478
H -2.086 0.172 -2.988
H -3.149 1.610 -2.601
C 0.293 -2.521 -2.645
H -0.578 -2.083 -3.138
H 0.313 -3.582 -2.817
P -1.975 0.760 -0.638
P -0.063 -2.306 -0.849
C 1.234 -3.287 -0.006
H 1.179 -3.103 1.079
H 1.072 -4.357 -0.214
H 2.225 -2.977 -0.367
C -1.615 -3.204 -0.476
H -1.411 -4.285 -0.458
H -1.997 -2.872 0.502
H -2.365 -2.974 -1.245
C -2.189 2.413 0.082
H -3.222 2.760 -0.042
H -1.947 2.360 1.148
H -1.507 3.131 -0.384
C -3.527 -0.121 -0.234
H -3.427 -0.473 0.804
H -4.386 0.562 -0.335
H -3.648 -0.995 -0.892
C 1.080 0.685 -0.828
O 2.068 1.302 -1.090
H 0.945 0.612 -5.002
C -0.282 0.035 2.652
O -1.064 -0.589 1.653
H -0.778 0.944 3.083
H 0.702 0.373 2.229
H -0.100 -0.649 3.519
*
```

Results of the natural (NBO) charge analysis, in e, for atoms 1 through 4: C -0.249; C 0.016; C 0.059; C 0.036